23
Properties=species:S:1:pos:R:3 method="wB97M-V/def2-TZVPD" total_charge=0 gap_ev="9.035 / 8.476" de_lowest_kcal_mol=98.9 max_force_ev_per_a=4.42 total_energy_ha=-876.7961 homo_energy_ev="-9.5 / -8.7"
C 3.0297 1.4218 -0.0690
C -1.1204 -1.6314 1.1319
C -0.8526 -1.2992 -1.3248
C 1.9164 0.4661 -0.5793
C -0.9937 -0.7794 0.0002
N 1.2083 -0.0915 0.5254
O -1.8219 1.3612 1.3799
O -1.4287 1.5502 -1.1188
O -3.5043 0.3874 -0.1098
S -2.0355 0.7191 -0.1048
H 3.1981 2.1757 -0.7468
H 2.6339 1.8326 0.8660
H 4.0113 0.9314 0.1730
H -1.8803 -1.1892 1.8294
H -1.2637 -2.7887 1.0336
H -0.1618 -1.4381 1.7541
H -0.3141 -2.3328 -1.2406
H -0.3137 -0.6412 -2.0126
H -1.8987 -1.4417 -1.8894
H 2.3371 -0.4775 -0.9710
H 1.1764 0.9935 -1.2497
H 0.6881 0.4523 1.1560
H -2.6100 1.8193 1.5668

---

27
Properties=species:S:1:pos:R:3 method="wB97M-V/def2-TZVPD" total_charge=-1 gap_ev=8.724 de_lowest_kcal_mol=0.0 max_force_ev_per_a=0.36 smiles="CCP(C)S(=O)(=O)N=[S@](=O)([O-])COC" total_energy_ha=-1767.0270 homo_energy_ev=-5.5
C 3.4288 2.1611 -0.3105
C 2.7180 1.0241 0.4380
P 1.4133 0.1785 -0.5737
C 2.2578 -1.3640 -1.1372
S 0.3589 -0.7083 1.0948
O -0.2935 0.4270 1.7413
O 1.3130 -1.4347 1.9109
N -0.6114 -1.7575 0.4519
S -1.8601 -1.5235 -0.5144
O -2.9839 -2.2782 -0.0055
O -1.4459 -1.7821 -1.8804
C -2.3839 0.2464 -0.5007
O -3.7742 0.3632 -0.5248
C -4.3534 0.2766 0.7650
H 3.7552 2.9434 0.3774
H 2.7706 2.6271 -1.0464
H 4.3110 1.7995 -0.8420
H 3.4363 0.2802 0.7826
H 2.2069 1.4057 1.3236
H 2.4353 -1.3083 -2.2119
H 3.1964 -1.5339 -0.6125
H 1.5857 -2.2021 -0.9504
H -1.9834 0.6550 -1.4242
H -1.9393 0.7325 0.3701
H -5.4336 0.2529 0.6271
H -4.0434 -0.6315 1.2829
H -4.0811 1.1509 1.3690

---

21
Properties=species:S:1:pos:R:3 method="wB97M-V/def2-TZVPD" total_charge=0 gap_ev=8.979 de_lowest_kcal_mol=21.9 max_force_ev_per_a=3.20 smiles="CC(N)=O.CCSC" total_energy_ha=-726.4661 homo_energy_ev=-8.1
C -0.5321 -0.2534 3.1649
C 0.9339 -0.7116 2.7335
N 1.8865 -0.0342 3.4726
O 1.1061 -1.5472 1.8967
H -1.1221 -1.0516 2.7105
H -0.8183 0.6036 2.5738
H -0.7635 -0.1863 4.2259
H 2.8388 -0.3909 3.3967
H 1.8771 0.9737 3.4177
C -0.0984 -0.6016 -3.4178
C 0.1606 -0.8600 -1.9312
S -0.4521 0.3369 -0.7518
C -1.2776 1.7600 -1.5545
H 0.8416 -0.6172 -3.9621
H -0.4025 0.4185 -3.6955
H -0.8210 -1.2680 -3.8848
H -0.2611 -1.7930 -1.5455
H 1.2780 -0.8976 -1.7664
H -0.6540 2.6669 -1.4422
H -1.4962 1.5679 -2.6049
H -2.2240 1.8850 -1.0356

---

21
Properties=species:S:1:pos:R:3 method="wB97M-V/def2-TZVPD" total_charge=0 gap_ev=9.572 de_lowest_kcal_mol=71.5 max_force_ev_per_a=3.83 smiles=OCCCNCCS total_energy_ha=-726.3872 homo_energy_ev=-8.7
O 3.4442 -1.6003 1.6109
C 2.9337 -0.6701 0.6721
C 1.4671 -1.2196 0.2302
C 0.5621 -0.0720 -0.5588
N -0.8700 -0.1373 -0.0294
C -1.8480 0.5077 -0.9318
C -3.0114 0.9254 0.0487
S -3.6249 2.5816 -0.4526
H 4.4672 -1.5820 1.4432
H 3.4403 -0.6409 -0.2614
H 2.9792 0.2773 1.2607
H 1.0550 -1.6880 1.1953
H 1.4883 -2.1286 -0.4705
H 1.0230 0.8737 -0.5620
H 0.5918 -0.3354 -1.6593
H -1.0086 -1.1312 0.0481
H -1.3226 1.4570 -1.3688
H -2.2116 -0.1159 -1.6855
H -2.5213 0.8197 1.0929
H -3.9366 0.5117 -0.1381
H -3.0968 3.3675 0.5162

---

21
Properties=species:S:1:pos:R:3 method="wB97M-V/def2-TZVPD" total_charge=0 gap_ev=9.188 de_lowest_kcal_mol=34.6 max_force_ev_per_a=2.76 smiles=CSCC[C@@H](N)CO total_energy_ha=-726.4459 homo_energy_ev=-8.3
C -2.1315 2.6166 0.8322
S -1.4299 2.6317 -0.8073
C -0.6638 0.9049 -1.0533
C 0.4328 0.5600 -0.0934
C 0.5241 -1.0180 -0.1886
N 0.7502 -1.4468 -1.5973
C 1.6527 -1.5267 0.6580
O 1.3446 -2.8616 1.0559
H -2.0529 3.6303 1.2698
H -1.8138 1.8629 1.5748
H -3.2174 2.5271 0.6713
H -0.3862 0.9012 -2.1043
H -1.4722 0.1634 -0.8789
H 1.4025 1.0962 -0.3258
H 0.2442 0.6057 1.0011
H -0.3871 -1.3787 0.3198
H 1.2490 -2.3319 -1.7713
H -0.0657 -1.3009 -2.1664
H 2.6017 -1.6204 0.1020
H 1.7871 -0.9239 1.5613
H 1.6316 -3.0910 1.9405

---

21
Properties=species:S:1:pos:R:3 method="wB97M-V/def2-TZVPD" total_charge=0 gap_ev=9.323 de_lowest_kcal_mol=64.9 max_force_ev_per_a=4.11 smiles="C=C(C)C.CNSO" total_energy_ha=-726.3977 homo_energy_ev=-8.5
C -0.0187 -2.3535 -0.6380
C 0.9965 -1.9832 0.0581
C 2.3618 -2.2906 -0.4993
C 0.8651 -1.2582 1.3651
H 0.0635 -2.9895 -1.4566
H -1.0706 -1.9906 -0.4776
H 2.8446 -1.3908 -0.6005
H 2.8339 -3.2309 -0.0226
H 2.2111 -2.6477 -1.5093
H 1.0003 -0.2048 1.3548
H 1.6608 -1.7453 1.9400
H -0.1274 -1.4016 1.7494
C -1.1744 3.5081 -0.8425
N -1.9328 2.2536 -0.7911
S -2.7407 1.8191 0.5569
O -1.6722 1.2076 1.6901
H -1.3833 3.9833 -1.8129
H -1.3728 4.0871 0.0534
H -0.1645 3.1514 -0.8305
H -1.9540 1.6529 -1.5697
H -1.2260 1.8237 2.2827

---

20
Properties=species:S:1:pos:R:3 method="wB97M-V/def2-TZVPD" total_charge=-1 gap_ev="2.934 / 8.100" de_lowest_kcal_mol=11.2 max_force_ev_per_a=1.26 spin_multiplicity=2 s2=0.751 total_energy_ha=-651.1634 homo_energy_ev="0.6 / -4.5"
C -1.3861 1.3931 1.5202
C -1.3020 0.1032 0.7513
C -1.2964 -1.1469 1.2736
N -1.6275 0.2434 -0.6517
H -1.2549 1.1730 2.5821
H -0.6282 2.1218 1.2253
H -2.3799 1.8420 1.3383
H -1.6553 -1.9961 0.7016
H -0.8238 -1.3154 2.2317
H -1.9992 1.1818 -0.8127
H -2.4158 -0.3894 -0.8880
H -0.3530 -0.0119 -1.4607
C 2.1997 -0.5580 -0.1832
C 2.2068 -0.2160 -1.6663
S 0.6239 -0.4257 -2.5391
H 1.8225 -1.5730 -0.0468
H 1.5929 0.1278 0.4050
H 3.2259 -0.5075 0.1977
H 2.8904 -0.8618 -2.2211
H 2.5599 0.8157 -1.7570

---

20
Properties=species:S:1:pos:R:3 method="wB97M-V/def2-TZVPD" total_charge=0 gap_ev=9.395 de_lowest_kcal_mol=37.9 max_force_ev_per_a=5.04 smiles=CC(C)[C@@H](C)SN total_energy_ha=-651.1836 homo_energy_ev=-8.6
C 0.9735 -0.3225 -1.8604
C 1.0757 -0.2597 -0.2505
C 1.9211 0.8530 0.1877
C -0.3795 -0.2666 0.2674
C -0.4072 -0.3626 1.7426
S -1.5085 1.1050 -0.3171
N -2.9065 0.2423 -0.0303
H 0.3382 0.4426 -2.3110
H 0.6715 -1.2389 -2.2807
H 1.9818 -0.2325 -2.1508
H 1.4839 -1.3147 -0.0608
H 1.8910 1.0414 1.2211
H 2.9414 0.7828 -0.2000
H 1.4170 1.6792 -0.3748
H -0.9188 -1.1345 -0.0521
H -0.5696 0.5425 2.2350
H 0.3765 -1.0292 2.0642
H -1.3019 -1.0081 2.2654
H -3.5188 0.5154 0.7792
H -3.5608 -0.0350 -0.8742

---

20
Properties=species:S:1:pos:R:3 method="wB97M-V/def2-TZVPD" total_charge=0 gap_ev=9.481 de_lowest_kcal_mol=30.1 max_force_ev_per_a=2.15 smiles=CN(C)CCCS total_energy_ha=-651.1960 homo_energy_ev=-8.5
C 0.6527 0.1834 -2.4931
N 0.9032 0.9981 -1.2983
C 2.2497 1.5435 -1.3914
C 0.6149 0.2232 -0.1236
C -0.4165 0.8270 0.8103
C -0.9326 -0.1574 1.8403
S -1.5400 -1.7762 1.3739
H 0.9841 -0.8672 -2.3614
H -0.4305 0.0784 -2.6358
H 1.0837 0.3801 -3.4785
H 2.3483 2.4260 -0.7505
H 3.0511 0.8495 -1.0742
H 2.5348 1.7228 -2.4276
H 0.3548 -0.8166 -0.3600
H 1.4946 -0.0306 0.5160
H -0.0485 1.7330 1.2990
H -1.2309 1.3098 0.2443
H -0.2052 -0.3669 2.6379
H -1.7479 0.3012 2.4012
H -2.8457 -1.4752 1.4219

---

20
Properties=species:S:1:pos:R:3 method="wB97M-V/def2-TZVPD" total_charge=0 gap_ev=9.245 de_lowest_kcal_mol=1.9 max_force_ev_per_a=0.94 smiles=CSCC[C@@H](C)N total_energy_ha=-651.2410 homo_energy_ev=-8.2
C 2.1968 -1.1159 0.6327
S 1.3138 0.2769 1.3308
C -0.3522 -0.4098 1.2547
C -0.8972 -0.7434 -0.1245
C -0.7396 0.3439 -1.1970
C -1.5071 -0.0382 -2.4575
N -1.2122 1.6122 -0.6223
H 3.2700 -0.9628 0.6166
H 1.9883 -2.0224 1.2056
H 1.8890 -1.3495 -0.3931
H -0.9853 0.3354 1.7309
H -0.3451 -1.3164 1.8667
H -0.4909 -1.6858 -0.4856
H -1.9793 -0.9058 -0.0669
H 0.3037 0.5359 -1.4399
H -1.3355 -1.0675 -2.7717
H -2.5724 0.0609 -2.2519
H -1.2693 0.6467 -3.2587
H -0.9444 2.4489 -1.1101
H -2.1866 1.5638 -0.3663